Here is a molecular structure, C6H8N3OS in a non-equilibrium geometry from OMol25. Energies are from ωB97M-V with the def2-TZVPD basis set.

Positions of all 19 atoms, in Å:
C  -1.795  0.861  0.100
C  -1.530  -0.456  0.215
C  -0.830  1.853  -0.387
C  0.484  1.771  -0.249
C  1.236  0.576  0.427
C  0.926  -0.750  -0.233
N  -3.109  1.057  0.285
N  -2.476  -1.278  0.587
N  1.321  -2.104  0.396
O  1.303  -0.949  -1.563
S  -3.801  -0.374  0.700
H  -1.378  2.793  -0.638
H  1.144  2.586  -0.579
H  2.213  0.879  0.126
H  1.003  0.636  1.551
H  1.628  -2.682  -0.434
H  0.436  -2.268  0.843
H  2.168  -1.974  0.991
H  1.055  -0.178  -2.138

Its energy above the lowest of the compared OMol25 structures with the same formula, charge and spin is 91.60 kcal per mole. For the LUMO energy (alpha / beta), the calculation gives -4.64 / -4.63 eV. The total energy comes out at -23693.1072 eV. Its net charge is +1.

Here is a molecular structure, C6H8N4 in a non-equilibrium geometry from OMol25. Energies are from ωB97M-V with the def2-TZVPD basis set.

Positions of all 18 atoms, in Å:
C  -2.043  0.063  0.008
C  0.307  0.286  -0.387
C  0.632  -1.042  -0.534
C  2.042  -1.373  -0.204
C  2.636  0.749  0.232
C  1.357  1.233  0.082
H  -1.145  0.181  2.021
H  -2.658  -0.561  1.965
H  -3.421  0.054  -1.664
H  -1.181  0.777  -1.662
H  -0.113  -1.948  -0.775
H  2.196  -2.292  -0.056
H  3.322  1.834  0.391
H  1.094  2.475  0.061
N  -1.801  -0.461  1.301
N  -3.177  -0.236  -0.446
N  -1.052  0.770  -0.457
N  3.003  -0.508  0.123

Its energy above the lowest of the compared OMol25 structures with the same formula, charge and spin is 112.89 kcal per mole. For the LUMO energy, the calculation gives 0.39 eV. The total energy comes out at -12307.2138 eV. Its net charge is 0.